1.
This record from OMol25 describes one molecule with the formula C2H2N4OS. The level of theory is ωB97M-V with the def2-TZVPD basis set.

Energy relative to the best compared isomer or geometry (same formula, charge and spin) = 283.94 kJ/mol
HOMO-LUMO gap = 7.947 eV
Energy = -769.71489 Ha
Total charge = 0
Multiplicity = 1

Last column: Mulliken charge in e.
Cartesian coordinates (Å):
C 0.46145 -0.17297 0.22057  0.257
C -0.64552 0.71504 0.07566  -0.271
H -0.73084 1.83129 0.23315  0.370
H -2.68143 0.10820 -0.16564  0.186
N 1.79741 0.11060 0.00989  0.443
N -1.74865 -0.05667 -0.00509  0.179
N -1.34995 -1.40609 -0.13237  -0.499
N -0.05725 -1.48157 -0.04990  -0.031
O 1.93166 1.29910 -0.19222  -0.525
S 3.02312 -0.94695 0.00595  -0.110

Force components x, y, z for each atom (eV/Å):
-4.821 -2.436 -2.013
0.521 0.807 1.593
0.342 -1.666 -0.462
-2.285 0.877 -0.271
0.842 0.180 0.198
4.798 -2.484 -0.063
0.999 0.863 0.153
-1.158 2.284 1.022
0.911 2.115 -0.307
-0.150 -0.541 0.150

2.
This record from OMol25 describes one molecule with the formula C2H2N6. The level of theory is ωB97M-V with the def2-TZVPD basis set.

Energy relative to the best compared isomer or geometry (same formula, charge and spin) = 427.84 kJ/mol
HOMO-LUMO gap = 7.985 eV
Energy = -405.69309 Ha
Total charge = 0
Multiplicity = 1

Last column: Mulliken charge in e.
Cartesian coordinates (Å):
C -0.23406 -0.85432 0.45411  0.473
C 0.49472 1.30811 -0.62497  0.138
H 0.49461 -1.63914 2.20404  0.295
H 1.18157 2.21105 -0.77288  0.337
N 0.08535 -1.99956 1.19931  -0.518
N -0.48273 0.37553 0.99315  -0.125
N -0.06029 1.45382 0.46398  -0.187
N 0.34806 0.40056 -1.56811  -0.184
N -0.81579 -0.24460 -1.69151  -0.099
N -1.01143 -1.01146 -0.65712  -0.129

Force components x, y, z for each atom (eV/Å):
1.484 -6.348 4.129
5.801 1.050 -7.719
-1.289 -0.842 -3.071
-0.130 -1.794 -0.595
0.498 5.966 -0.554
-0.193 2.171 2.070
-5.124 -1.081 6.784
0.461 3.301 -1.257
0.860 -3.057 4.250
-2.368 0.632 -4.035